Record 1
C12H20N | ωB97M-V/def2-TZVPD

Properties
Electronic energy in Ha: -523.9511

Structure (ORCA input):
```
! wB97M-V def2-TZVPD RIJCOSX def2/J DEFGRID3
* xyz -1 1
C -2.006 1.580 -0.874
C -1.283 2.489 -1.811
C -1.638 2.734 -3.151
C -0.875 3.593 -3.939
C 0.246 4.195 -3.375
N 0.621 4.008 -2.109
C -0.145 3.195 -1.375
H -1.775 0.551 -1.192
H -3.090 1.704 -1.006
H -2.508 2.237 -3.560
H -1.130 3.790 -4.972
H 0.851 4.863 -3.979
H 0.132 3.067 -0.337
C 1.506 0.202 0.808
C 1.928 -1.260 0.913
C 0.834 -2.222 0.453
C -0.472 -2.126 1.242
C -0.332 -2.350 2.746
C 0.191 -3.736 3.114
H 0.655 0.433 1.448
H 2.329 0.856 1.106
H 1.219 0.464 -0.210
H 2.225 -1.484 1.943
H 2.818 -1.427 0.298
H 1.219 -3.248 0.489
H 0.608 -2.021 -0.598
H -1.177 -2.861 0.838
H -0.929 -1.148 1.067
H -1.313 -2.208 3.208
H 0.319 -1.587 3.180
H -0.462 -4.516 2.715
H 0.238 -3.861 4.198
H 1.195 -3.904 2.721
*
```

---

Record 2
C28H40MgNO2 | ωB97M-V/def2-TZVPD

Properties
Relative energy (zero: lowest compared OMol25 entry of this formula, charge and spin) in kJ/mol: 32.1

Structure (ORCA input):
```
! wB97M-V def2-TZVPD RIJCOSX def2/J DEFGRID3
* xyz -1 1
O 0.491 0.196 -6.501
C 0.337 1.497 -7.180
C 0.321 0.933 -8.578
H 1.196 2.125 -6.941
H -0.596 2.013 -6.931
C 0.415 -0.415 -7.827
H 1.209 1.187 -9.170
H -0.607 1.047 -9.136
C 1.670 -1.146 -8.247
H 2.550 -0.497 -8.145
H 1.562 -1.357 -9.320
H 1.781 -2.101 -7.719
C -0.847 -1.239 -7.982
H -1.730 -0.647 -7.708
H -0.767 -2.164 -7.397
H -0.951 -1.505 -9.046
Mg 0.157 -0.064 -0.056
C -2.260 -0.456 0.845
C -1.750 0.879 0.907
C -1.708 1.405 -0.426
H -1.559 1.449 1.811
C -2.250 0.406 -1.292
C -2.563 -0.737 -0.519
H -3.084 -1.614 -0.896
H -2.514 -1.076 1.701
H -1.460 2.435 -0.687
H -2.567 0.559 -2.319
C 1.289 -1.661 1.259
C 0.407 -2.321 0.349
C 0.854 -2.043 -0.979
H -0.387 -3.016 0.626
C 2.020 -1.214 -0.885
C 2.283 -0.981 0.492
H 3.109 -0.400 0.889
H 1.270 -1.751 2.341
H 0.488 -2.514 -1.890
H 2.658 -0.916 -1.713
O 0.941 0.990 -2.592
C 0.117 0.088 -3.433
C -0.801 1.016 -4.222
H -0.442 -0.650 -2.824
H 0.833 -0.449 -4.091
C 0.210 2.135 -4.484
H -1.623 1.412 -3.617
H -1.196 0.558 -5.141
C 0.830 2.361 -3.125
H -0.190 2.995 -5.020
H 1.045 1.710 -5.063
H 0.151 2.972 -2.500
H 1.840 2.807 -3.197
C -0.274 0.669 5.982
N -0.224 1.257 4.675
C -0.892 2.509 4.489
C 0.413 0.565 3.582
C 1.130 1.509 2.649
C 2.043 2.408 3.245
C 2.660 3.407 2.489
C 2.390 3.485 1.118
C 1.582 2.492 0.503
C 0.964 1.547 1.283
H -1.266 0.844 6.428
H 0.471 1.135 6.654
H -0.069 -0.412 5.933
H -0.175 3.345 4.396
H -1.535 2.509 3.589
H -1.519 2.681 5.377
H 1.123 -0.152 4.029
H -0.325 -0.045 3.022
H 2.233 2.322 4.315
H 3.329 4.120 2.977
H 2.816 4.292 0.517
H 1.478 2.504 -0.590
*
```

---

Record 3
C21H56INO12SSi | ωB97M-V/def2-TZVPD

Properties
Electronic energy in Ha: -2776.6145
SMILES: CO[C@](CO[C@@H](CC(=O)O)C[C@H](C)I)(N=C=S)[Si](C)(C)C.CO.CO.CO.CO.CO.CO.CO.CO

Structure (ORCA input):
```
! wB97M-V def2-TZVPD RIJCOSX def2/J DEFGRID3
* xyz 0 1
C 1.787 -2.024 3.577
O 2.357 -1.693 2.321
C 2.057 -2.570 1.289
C 0.555 -2.677 0.998
O -0.003 -1.391 1.129
C -1.401 -1.381 1.366
C -1.731 0.076 1.519
C -1.108 0.566 2.821
O -1.298 -0.008 3.876
O -0.372 1.686 2.785
C -2.146 -2.099 0.230
C -3.631 -1.819 0.048
C -3.964 -0.563 -0.745
I -4.734 -1.926 1.906
N 2.523 -3.986 1.547
C 3.679 -4.199 1.892
S 5.141 -4.478 2.367
Si 2.955 -1.900 -0.289
C 1.861 -0.723 -1.248
C 4.554 -1.026 0.177
C 3.429 -3.302 -1.453
H 2.031 -3.031 3.896
H 0.700 -1.935 3.577
H 2.160 -1.298 4.282
H 0.465 -3.017 -0.034
H 0.039 -3.386 1.647
H -1.610 -1.914 2.292
H -1.265 0.633 0.712
H -2.785 0.288 1.604
H -0.113 1.921 1.883
H -1.610 -1.869 -0.689
H -2.048 -3.171 0.363
H -4.027 -2.646 -0.521
H -3.985 0.341 -0.154
H -4.874 -0.686 -1.312
H -3.168 -0.444 -1.475
H 1.018 -1.204 -1.736
H 1.512 0.114 -0.655
H 2.473 -0.297 -2.041
H 5.376 -1.729 0.241
H 4.796 -0.345 -0.633
H 4.414 -0.486 1.105
H 2.574 -3.846 -1.841
H 4.161 -3.965 -1.006
H 3.914 -2.835 -2.308
C 2.262 4.234 0.892
O 0.939 3.776 1.169
H 2.564 3.811 -0.062
H 2.289 5.324 0.825
H 2.958 3.900 1.665
H 0.671 4.151 2.013
C -5.774 2.171 -3.150
O -5.135 1.035 -3.727
H -5.461 2.242 -2.111
H -5.480 3.078 -3.679
H -6.861 2.061 -3.189
H -5.418 0.983 -4.643
C 2.099 2.744 -3.388
O 2.773 1.683 -4.057
H 2.482 2.816 -2.371
H 2.281 3.691 -3.904
H 1.033 2.544 -3.355
H 2.417 1.641 -4.948
C 4.845 -6.828 5.843
O 5.753 -7.698 5.174
H 4.860 -7.076 6.901
H 5.146 -5.785 5.717
H 3.829 -6.962 5.462
H 5.734 -7.474 4.241
C 2.003 6.260 -1.959
O 0.726 5.646 -1.814
H 2.365 6.067 -2.965
H 1.937 7.341 -1.807
H 2.708 5.835 -1.239
H 0.424 5.821 -0.920
C -7.084 5.109 -5.296
O -6.453 3.978 -5.894
H -6.755 5.163 -4.261
H -6.798 6.030 -5.808
H -8.172 5.004 -5.317
H -6.745 3.932 -6.806
C -1.425 -1.258 7.532
O -0.441 -2.059 6.888
H -1.339 -1.417 8.604
H -1.257 -0.201 7.307
H -2.428 -1.543 7.205
H -0.532 -1.898 5.944
C -0.253 0.044 -4.976
O -0.123 1.465 -5.001
H 0.735 -0.374 -4.800
H -0.920 -0.269 -4.168
H -0.637 -0.330 -5.928
H -0.996 1.836 -5.152
*
```

---

Record 4
C28H50P2PmSi | ωB97M-V/def2-TZVPD

Properties
<S²>: 6.011
Electronic energy in Ha: -2677.1680

Structure (ORCA input):
```
! wB97M-V def2-TZVPD RIJCOSX def2/J DEFGRID3
* xyz 1 5
Pm 0.176 -0.791 1.192
C -0.662 -2.821 2.641
C 0.648 -3.177 2.189
C 0.865 -1.481 3.738
C -0.517 -1.784 3.610
C 1.589 -2.330 2.853
C -1.956 -3.399 2.186
H -1.915 -3.718 1.136
H -2.776 -2.677 2.297
H -2.234 -4.284 2.778
C -1.589 -1.002 4.272
H -2.571 -1.453 4.111
H -1.582 0.030 3.891
H -1.409 -0.937 5.353
C 1.401 -0.357 4.546
H 0.981 -0.361 5.563
H 1.098 0.600 4.099
H 2.488 -0.400 4.608
C 3.065 -2.320 2.677
H 3.564 -2.990 3.392
H 3.475 -1.317 2.850
H 3.356 -2.650 1.672
C 0.978 -4.211 1.175
H 1.261 -5.156 1.659
H 1.829 -3.920 0.547
H 0.130 -4.435 0.519
C -1.433 0.702 -4.807
C -1.606 -0.623 -4.958
C -0.801 -1.501 -5.869
C 0.675 -1.084 -6.077
C 1.371 -0.604 -4.850
C 1.580 0.691 -4.548
C 0.842 1.848 -5.144
C -0.586 1.566 -5.675
H -1.277 -1.556 -6.866
H 0.737 -0.337 -6.881
H -0.823 -2.530 -5.476
H -0.535 1.167 -6.700
H -2.106 1.260 -4.163
H -2.525 -1.077 -4.567
H -1.090 2.548 -5.741
H 0.772 2.646 -4.386
H 2.414 0.986 -3.899
H 1.430 2.276 -5.975
H 1.207 -1.980 -6.441
H 1.808 -1.399 -4.244
P -1.289 -0.407 -1.127
C -2.680 0.653 -1.554
C -1.386 -1.985 -2.056
P 1.839 0.110 -0.892
C 0.233 0.412 -1.869
C 2.987 -0.893 -1.898
C 2.666 1.727 -0.803
H -2.682 1.499 -0.850
H -3.611 0.087 -1.423
H -2.615 1.037 -2.574
H -1.229 -1.859 -3.131
H -2.382 -2.407 -1.880
H -0.640 -2.704 -1.677
H 2.658 2.253 -1.765
H 3.703 1.565 -0.474
H 2.158 2.339 -0.044
H 0.062 1.495 -1.955
H 0.287 -0.014 -2.877
H 3.968 -0.873 -1.400
H 3.103 -0.526 -2.921
H 2.641 -1.935 -1.928
C -0.473 3.085 6.045
Si -1.066 3.487 4.318
C -2.940 3.554 4.254
C -0.400 5.146 3.769
C -0.562 2.098 3.223
C -0.283 1.287 2.310
H -0.790 3.811 6.803
H 0.622 3.034 6.074
H -0.859 2.104 6.344
H -3.372 4.240 4.994
H -3.285 3.864 3.259
H -3.339 2.548 4.443
H 0.694 5.145 3.685
H -0.804 5.448 2.793
H -0.679 5.918 4.496
*
```

---

Record 5
C2H9N2O | ωB97M-V/def2-TZVPD

Properties
Relative energy (zero: lowest compared OMol25 entry of this formula, charge and spin) in kJ/mol: 238.6
<S²>: 0.757

Structure (ORCA input):
```
! wB97M-V def2-TZVPD RIJCOSX def2/J DEFGRID3
* xyz 2 2
C -0.722 -1.101 0.040
N -0.585 -0.988 1.437
H -1.623 -0.610 -0.289
H -0.613 -2.081 -0.440
H 0.081 -1.560 1.959
H -1.406 -0.692 1.984
N 0.423 -0.242 -0.652
C 0.418 1.190 -0.146
O 1.299 1.887 -0.903
H 0.265 -0.298 -1.662
H 1.317 -0.700 -0.438
H -0.607 1.569 -0.145
H 0.853 1.198 0.856
H 0.898 2.429 -1.602
*
```

---

Record 6
C6H7O4P2 | ωB97M-V/def2-TZVPD

Properties
<S²>: 2.012
Electronic energy in Ha: -1216.5079

Structure (ORCA input):
```
! wB97M-V def2-TZVPD RIJCOSX def2/J DEFGRID3
* xyz -1 3
C 2.916 0.112 0.259
C 2.200 0.654 -0.844
C 2.171 -0.296 1.358
C 0.856 0.723 -0.905
C 0.792 -0.230 1.259
C 0.064 0.190 0.142
O -1.403 2.177 0.672
O -2.090 -0.825 1.487
O -3.650 -1.869 -0.658
O -2.732 -0.705 -2.676
P -2.264 -1.382 -1.485
P -1.785 -0.012 0.275
H 3.940 -0.069 0.306
H 2.728 1.001 -1.754
H 2.718 -0.649 2.249
H 0.412 1.403 -1.714
H 0.164 -0.435 2.084
H -3.530 -2.327 0.144
H -1.508 2.539 -0.199
*
```

---

Record 7
C20H20N5O3RhSe | ωB97M-V/def2-TZVPD

Properties
Relative energy (zero: lowest compared OMol25 entry of this formula, charge and spin) in kJ/mol: 1.4

Structure (ORCA input):
```
! wB97M-V def2-TZVPD RIJCOSX def2/J DEFGRID3
* xyz 2 1
Rh 0.045 0.444 -0.796
O -1.102 1.374 0.463
N -1.186 0.804 1.632
N -0.551 -0.252 1.741
O 0.143 -0.767 0.686
C -0.492 -1.010 2.973
C 0.157 -2.234 2.962
C 0.210 -2.951 4.148
C -0.377 -2.444 5.298
C -1.023 -1.213 5.276
C -1.088 -0.476 4.108
H 0.606 -2.622 2.061
H 0.710 -3.909 4.168
H -0.332 -3.010 6.218
H -1.478 -0.821 6.175
H -1.584 0.483 4.082
O 1.259 -0.200 -2.381
C 0.786 -1.030 -3.498
C 0.545 -2.463 -3.091
C -0.350 -2.607 -1.850
C -1.614 -1.801 -1.958
C -2.760 -2.350 -2.513
C -3.900 -1.582 -2.669
C -3.881 -0.258 -2.257
C -2.724 0.238 -1.700
N -1.612 -0.509 -1.561
H 2.184 -0.395 -2.178
H 1.528 -0.942 -4.290
H -0.125 -0.538 -3.830
H 1.491 -2.978 -2.911
H 0.084 -2.956 -3.950
H 0.199 -2.321 -0.955
H -0.611 -3.657 -1.723
H -2.747 -3.389 -2.815
H -4.794 -2.011 -3.101
H -4.748 0.380 -2.352
H -2.673 1.254 -1.333
Se 2.960 0.557 0.929
N 1.668 1.421 -0.012
C 1.942 2.718 -0.021
C 1.172 3.745 -0.636
C 1.628 5.018 -0.547
C 2.850 5.360 0.132
C 3.608 4.418 0.731
C 3.172 3.053 0.669
N 3.830 2.050 1.208
H 0.241 3.514 -1.140
H 1.054 5.817 -0.999
H 3.153 6.397 0.156
H 4.527 4.649 1.250
*
```

---

Record 8
C39H35ClN2Si2V | ωB97M-V/def2-TZVPD

Properties
<S²>: 3.784
Electronic energy in Ha: -3599.7508

Structure (ORCA input):
```
! wB97M-V def2-TZVPD RIJCOSX def2/J DEFGRID3
* xyz 0 4
C -2.053 -0.498 -0.017
C -2.257 0.232 -1.231
C -1.917 -0.634 -2.315
H -2.675 1.229 -1.342
C -1.500 -1.893 -1.763
C -1.585 -1.798 -0.347
H -1.430 -2.621 0.352
H -2.327 -0.162 0.985
H -2.050 -0.384 -3.359
H -1.217 -2.780 -2.321
V -0.264 -0.371 -1.136
Si -0.501 -0.714 -5.552
C -0.350 0.855 -6.611
C 0.727 1.044 -7.488
H 1.491 0.270 -7.592
C 0.862 2.237 -8.203
H 1.765 2.419 -8.790
C -0.144 3.199 -8.138
H -0.019 4.153 -8.654
C -1.297 2.935 -7.392
H -2.108 3.665 -7.365
C -1.409 1.764 -6.640
H -2.309 1.561 -6.050
C -0.332 -1.900 -7.030
C -1.274 -1.825 -8.077
H -2.229 -1.318 -7.918
C -0.958 -2.330 -9.343
H -1.677 -2.223 -10.158
C 0.278 -2.948 -9.577
H 0.553 -3.289 -10.575
C 1.156 -3.136 -8.508
H 2.113 -3.637 -8.660
C 0.821 -2.662 -7.231
H 1.492 -2.852 -6.393
H -1.868 -0.870 -5.065
Si 2.846 1.183 -4.732
C 2.311 -0.602 -4.817
C 0.923 -1.068 -4.373
H 0.590 -0.429 -3.522
C 0.782 -2.491 -4.035
H -0.221 -2.934 -4.002
C 1.884 -3.244 -3.722
H 1.751 -4.207 -3.220
C 3.163 -2.790 -4.082
H 4.028 -3.430 -3.887
C 3.334 -1.554 -4.717
H 4.333 -1.287 -5.093
C 1.610 2.607 -4.688
C 0.413 2.591 -3.948
H 0.165 1.726 -3.336
C -0.468 3.668 -3.966
H -1.387 3.604 -3.379
C -0.169 4.800 -4.726
H -0.864 5.643 -4.742
C 1.017 4.846 -5.468
H 1.253 5.722 -6.081
C 1.897 3.761 -5.449
H 2.807 3.780 -6.054
H 4.206 1.487 -4.839
Cl 2.058 0.600 -2.066
C -0.187 3.650 0.709
C 0.629 3.492 1.832
C 1.140 2.228 2.100
C 0.839 1.150 1.256
N 0.027 1.321 0.168
C -0.476 2.550 -0.093
C 1.443 -0.175 1.363
C 2.465 -0.496 2.266
C 3.063 -1.751 2.218
C 2.612 -2.659 1.259
C 1.590 -2.313 0.380
N 1.033 -1.075 0.415
H -0.608 4.614 0.432
H 0.858 4.342 2.476
H 1.783 2.037 2.955
H -1.109 2.645 -0.975
H 2.769 0.261 2.980
H 3.853 -2.020 2.919
H 3.051 -3.649 1.180
H 1.207 -3.000 -0.377
*
```

---

Record 9
H30O15 | ωB97M-V/def2-TZVPD

Properties
Relative energy (zero: lowest compared OMol25 entry of this formula, charge and spin) in kJ/mol: 743.1

Structure (ORCA input):
```
! wB97M-V def2-TZVPD RIJCOSX def2/J DEFGRID3
* xyz 0 1
H 1.290 0.323 0.888
H 0.195 0.402 -0.252
H 0.256 1.815 2.726
H 1.475 2.007 2.028
H -4.465 0.514 1.344
H -3.528 -0.020 0.356
H -0.777 -2.624 -0.962
H -0.159 -2.274 0.471
H 2.384 2.158 -2.993
H 3.307 1.845 -1.995
H -1.257 -2.295 -3.678
H -0.747 -0.963 -2.980
H -3.188 3.092 1.442
H -2.269 3.988 0.446
H 2.043 -3.735 0.164
H 3.480 -4.419 -0.152
H -2.375 1.242 3.669
H -1.457 0.396 2.939
H -0.726 2.519 -0.477
H -1.927 2.946 -1.449
H -1.308 0.590 -2.208
H -2.511 0.459 -3.158
H -2.516 -1.438 1.809
H -1.206 -0.721 1.410
H 1.483 1.279 -4.892
H 0.444 0.241 -4.591
H 4.094 -2.811 2.097
H 2.924 -2.177 2.928
H 4.845 -0.691 2.220
H 3.627 -0.360 1.393
O 0.443 0.769 0.555
O 1.024 1.308 2.402
O -4.409 0.405 0.423
O -0.421 -3.012 -0.185
O 2.922 1.421 -2.684
O -1.529 -1.375 -3.285
O -2.313 3.317 1.201
O 2.710 -3.902 -0.453
O -1.506 0.987 3.715
O -1.470 2.164 -0.964
O -1.791 1.118 -2.828
O -2.218 -0.639 1.381
O 0.776 1.035 -4.186
O 3.697 -2.881 2.987
O 3.908 -0.874 2.104
*
```